Here is C15H17BN9PtS2 as an isolated structure at a distorted geometry from OMol25. Energies are from wB97M-V/def2-TZVPD.

As for the spin multiplicity: 4. The net charge is +2. The relative energy (zero: lowest compared OMol25 entry of this formula, charge and spin) is 0.0000 eV. Its expectation value of S² is 3.78. The value obtained for the gap between HOMO and LUMO (spin up / spin down) is 8.91 / 4.13 eV. The value obtained for the electronic energy is -54820.0004 eV. As for the lowest unoccupied orbital energy (spin up / spin down): -5.689 / -10.429 eV.

Geometry as XYZ:
```
45
Properties=species:S:1:pos:R:3:forces:R:3
N 1.002 -1.701 2.639 0.0 -0.1 -0.4
N -0.761 -2.112 0.970 -0.4 -1.0 0.4
C 2.060 -2.491 4.411 -0.2 -0.1 0.0
S -2.252 1.106 -3.000 0.0 -0.1 0.2
N 0.069 -1.802 3.622 -0.3 0.1 0.2
H -2.899 -4.592 1.062 0.1 0.0 0.1
N 0.808 -0.759 -1.071 -0.5 0.2 -0.3
H -0.654 -3.665 2.390 0.0 0.0 -0.1
C -0.074 1.049 2.672 -0.1 0.2 0.0
S 0.433 2.503 -3.283 -0.1 0.1 0.1
B 0.432 -1.166 1.349 0.6 0.8 0.4
N -0.167 0.252 1.590 0.0 -0.2 0.1
N 1.354 -1.106 0.117 0.1 -0.3 0.1
C -2.324 -3.706 0.850 -0.8 0.0 -0.7
C -0.870 2.158 2.473 0.1 0.0 0.0
C -0.881 4.597 -4.354 0.2 0.2 0.0
C -2.542 -2.781 -0.150 0.0 -0.3 0.3
C -1.166 -3.236 1.543 0.9 0.6 0.3
H 0.150 -2.444 5.599 0.0 0.0 0.0
H 3.297 -1.743 0.707 -0.1 0.0 0.0
H -1.011 2.987 3.144 0.0 0.0 0.0
H 3.100 -2.185 2.497 -0.1 0.1 0.0
C 0.691 -2.273 4.683 0.3 0.0 -0.1
H -1.121 4.970 -5.348 0.0 0.0 0.0
C 2.210 -2.137 3.098 0.2 0.0 0.2
C 2.935 -1.302 -1.429 -0.1 0.0 0.0
C -1.281 2.440 -3.440 0.3 0.3 -0.1
N -1.790 3.508 -4.001 -0.1 -0.1 -0.1
C 2.643 -1.441 -0.090 0.2 0.0 -0.1
H -2.787 3.609 -4.142 0.0 -0.1 0.0
C -1.441 1.973 1.217 0.1 0.0 0.1
H 1.255 4.696 -3.873 0.0 0.0 0.0
H 1.524 -0.657 -3.041 -0.1 0.0 0.0
H 0.884 3.708 -5.297 0.0 0.0 0.0
H -1.003 5.414 -3.641 0.0 -0.1 0.0
H 2.809 -2.893 5.072 0.0 0.1 0.0
H 0.548 0.811 3.516 0.0 -0.2 0.0
N -1.006 0.827 0.703 -0.2 -0.1 -0.6
C 1.742 -0.872 -2.008 0.2 -0.1 0.1
N -1.595 -1.829 -0.060 -0.2 0.4 -0.6
H -3.312 -2.746 -0.904 0.0 0.1 0.0
C 0.534 4.015 -4.314 0.0 -0.2 0.0
Pt -1.275 -0.089 -1.248 0.2 -0.3 0.6
H -2.142 2.593 0.683 0.0 0.0 -0.1
H 3.877 -1.486 -1.913 0.0 0.0 0.0
```
Positions in Å, forces in eV/Å.

Atom charges from the Mulliken analysis, given in e for atoms 1 to 8: 0.516, 0.850, -0.735, -0.294, -1.018, 0.450, -1.388, 0.523


Here is C3H7N5 as an isolated structure at a distorted geometry from OMol25. Energies are from wB97M-V/def2-TZVPD.

The net charge is 0. The relative energy (zero: lowest compared OMol25 entry of this formula, charge and spin) is 5.3349 eV. The value obtained for the gap between HOMO and LUMO is 9.45 eV. The value obtained for the electronic energy is -10669.6658 eV. As for the lowest unoccupied orbital energy: 0.699 eV.

Geometry as XYZ:
```
15
Properties=species:S:1:pos:R:3:forces:R:3
N -0.127 0.439 -0.690 -1.4 2.4 0.7
C 1.103 -0.043 -0.633 3.8 -3.0 -6.0
C -1.339 -1.559 -0.187 -1.9 -2.1 -1.2
N -1.207 -0.342 -0.941 -0.5 0.6 0.3
H 1.330 -0.404 -1.801 0.1 -0.2 3.4
H -1.319 -0.286 -1.916 -0.8 -0.8 -1.1
H -0.744 1.970 0.495 -0.8 1.2 -0.2
N 1.925 0.179 0.302 -2.8 1.4 0.5
H -0.639 -1.473 0.767 -1.7 -0.6 -2.1
N 1.520 1.848 1.944 -2.4 2.1 1.6
H 2.407 1.482 2.043 2.5 -0.4 0.6
H -2.647 -1.605 0.138 4.3 -0.4 -0.8
H -1.020 -2.480 -1.098 -1.0 2.1 3.6
N -0.236 1.132 0.493 0.1 -0.2 2.2
C 0.993 1.141 1.084 2.5 -2.0 -1.5
```
Positions in Å, forces in eV/Å.

Atom charges from the Mulliken analysis, given in e for atoms 1 to 8: 0.151, 0.007, -0.661, -0.317, 0.228, 0.269, 0.263, -0.521


Here is C32H44BrN3P2PtS as an isolated structure at a distorted geometry from OMol25. Energies are from wB97M-V/def2-TZVPD.

As for the spin multiplicity: 5. The net charge is +4. The relative energy (zero: lowest compared OMol25 entry of this formula, charge and spin) is 1.5042 eV. Its expectation value of S² is 6.17. The value obtained for the gap between HOMO and LUMO (spin up / spin down) is 4.31 / 3.15 eV. The value obtained for the electronic energy is -141018.9563 eV. As for the lowest unoccupied orbital energy (spin up / spin down): -13.298 / -14.404 eV.

Geometry as XYZ:
```
84
Properties=species:S:1:pos:R:3:forces:R:3
H 3.366 -4.141 -0.256 -0.1 0.1 0.1
S -3.514 1.648 3.966 0.2 -0.5 0.1
H 3.502 -0.505 -2.584 0.1 0.1 0.3
H -3.762 -4.867 -0.071 -0.1 0.3 0.2
C -0.675 5.917 -6.357 0.4 -0.1 0.5
H -1.444 -2.102 -4.111 -0.1 0.0 0.1
H 4.498 -0.767 -1.160 -0.3 0.0 0.1
H 0.009 -5.813 -0.694 0.0 0.2 -0.1
C 0.011 -3.636 -0.950 0.4 0.2 0.2
C 3.499 -0.463 -1.486 0.3 0.4 -0.4
H 0.934 1.953 2.127 0.3 0.0 -0.3
H 0.478 6.506 -2.797 0.0 0.0 0.2
C -1.169 0.473 3.807 -2.2 -0.8 -0.9
P 1.847 -1.338 0.753 1.9 0.2 -1.2
H -0.127 -5.285 -2.381 0.2 0.0 0.2
C 2.893 -0.147 1.686 -0.9 0.9 0.1
Br -0.460 -2.403 2.450 0.0 -0.4 1.1
N -1.978 -0.140 2.862 2.7 -0.5 0.8
C 0.822 0.907 5.143 -0.2 -0.8 -1.2
H 1.894 0.824 5.378 -0.6 -0.3 -0.3
C 2.396 -1.383 -1.001 -0.2 0.1 0.0
H -2.393 2.847 -1.380 0.0 0.3 0.5
H -2.489 -0.842 -1.478 0.0 0.1 -0.3
P -1.629 -2.936 -1.098 -1.3 -1.7 0.0
C 0.042 3.840 -3.267 0.1 2.2 0.1
H 1.483 -1.099 -1.592 0.3 -0.2 -0.2
H 1.276 3.879 0.407 0.0 -0.5 0.4
H -2.124 -3.184 1.162 -0.8 0.1 -0.8
H 0.196 -3.493 0.133 0.3 -0.1 -0.6
C 0.339 -5.059 -1.415 -0.2 -0.4 -0.1
H -3.054 -1.884 0.362 0.1 -0.2 0.1
H 1.429 -5.156 -1.524 -0.4 0.0 0.0
C 0.195 0.258 4.078 1.8 -0.2 0.9
C -0.657 1.029 0.915 -0.4 2.1 -0.8
H 4.903 -0.677 0.958 -0.1 0.1 0.2
H -1.039 5.795 -7.388 0.4 0.0 0.5
H 3.890 -4.642 1.336 -0.3 0.2 0.1
Pt -0.179 -0.519 -0.317 1.9 0.4 3.5
C 0.049 3.317 -2.149 0.0 1.0 1.0
H -4.994 0.454 2.045 -0.2 -0.5 -0.6
H -4.058 -0.954 1.578 -0.4 0.7 0.0
C 0.145 6.289 -3.798 0.0 0.2 0.8
C 4.391 -0.395 1.881 0.3 -0.4 -0.1
H 0.582 -2.916 -1.563 0.0 -0.4 0.4
C -3.184 0.355 2.824 -1.6 1.0 -0.9
H -0.176 8.394 -4.264 0.2 -0.5 -0.2
H -0.414 3.835 -6.029 -0.1 -0.3 0.0
H -1.941 2.617 6.308 0.5 -0.1 0.3
H 4.598 -1.156 2.642 -0.1 0.1 -0.2
H 4.852 0.535 2.236 -0.2 -0.2 -0.1
C -2.770 -2.943 0.288 0.3 -0.2 0.9
C -0.350 4.803 -5.567 -0.9 0.0 -0.6
C -0.316 3.110 -0.801 -0.4 -0.1 -2.5
H -3.098 -2.370 -3.531 0.1 0.1 0.1
H 2.862 -2.713 2.449 -0.2 0.1 -0.2
H -4.406 -3.936 1.302 0.2 0.1 -0.6
C -4.002 -3.853 0.275 -0.4 -0.3 -0.2
H 1.645 -3.610 1.595 0.3 -0.1 0.0
H 2.430 -0.068 2.678 0.1 0.1 -0.2
H 0.734 -0.495 3.505 -0.2 0.5 0.2
C 0.495 3.114 0.353 0.8 -0.6 0.9
H 0.451 2.154 6.885 0.1 -0.1 -0.2
C 3.634 -3.761 0.733 0.4 0.2 -0.5
C -0.197 7.361 -4.634 0.1 -0.7 -0.1
H 2.722 0.822 1.204 0.1 -0.1 0.0
C -1.640 2.656 -0.614 -0.2 -1.3 0.3
C -1.789 -1.458 -2.057 0.3 0.2 0.4
C -0.026 4.949 -4.214 0.3 -0.3 -0.8
H -4.777 -3.441 -0.386 0.1 -0.2 0.2
H 4.567 -3.199 0.633 -0.2 0.1 0.0
C 0.318 2.049 1.241 0.7 0.5 -0.7
C 0.034 1.698 5.990 -0.4 0.7 0.7
H 3.324 0.575 -1.190 0.1 -0.1 0.0
N -4.087 0.047 1.814 1.0 -0.1 2.6
C -1.903 1.390 4.599 0.2 1.1 0.9
H -2.830 1.345 0.508 -0.1 -0.5 -0.2
H -2.533 -0.725 -3.903 -0.1 -0.1 -0.2
H 2.622 -2.422 -1.242 -0.2 0.0 -0.1
C 2.526 -2.973 1.434 -1.3 -0.4 0.8
H -0.724 -1.010 -1.970 -0.9 0.1 -1.8
N -0.589 7.169 -5.894 -0.3 -0.1 0.1
C -1.827 1.699 0.363 -0.1 -0.9 -1.0
C -2.242 -1.690 -3.491 0.2 0.5 -0.6
C -1.314 1.955 5.715 -1.5 0.2 -0.7
```
Positions in Å, forces in eV/Å.

Atom charges from the Mulliken analysis, given in e for atoms 1 to 8: 0.242, -0.068, 0.484, 0.434, -0.312, 0.364, 0.390, 0.407


Here is a 2-piece molecular cluster, C9H13NO2 overall at a distorted geometry from OMol25. Energies are from wB97M-V/def2-TZVPD.

The net charge is 0. The relative energy (zero: lowest compared OMol25 entry of this formula, charge and spin) is 0.8548 eV. As for the SMILES: Cc1ccc(O)cc1.CC(N)=O. The value obtained for the gap between HOMO and LUMO is 8.82 eV. The value obtained for the electronic energy is -15128.7773 eV. As for the lowest unoccupied orbital energy: 0.852 eV.

Geometry as XYZ:
```
25
Properties=species:S:1:pos:R:3:forces:R:3
O 0.211 -2.046 -0.609 -0.4 0.0 -0.1
C -0.271 0.144 2.040 1.8 0.7 0.0
C 0.798 2.514 1.029 -0.3 -0.2 0.2
H 2.518 2.128 2.219 0.1 -0.3 0.0
H -1.512 -1.945 -2.993 0.1 -0.3 -0.3
H -0.780 2.707 -1.460 0.1 -0.2 0.2
C -1.388 -2.719 -2.224 0.1 1.5 -0.5
O 1.756 -0.325 3.110 -0.9 -0.2 0.0
H -1.839 0.429 0.664 -0.1 0.4 0.1
C 0.000 -2.611 -1.668 0.7 -0.2 1.6
C -0.916 0.864 1.049 -1.4 -0.8 0.4
H -2.000 -2.312 -1.429 -0.4 -0.5 0.2
C -1.131 2.942 -0.442 -0.3 -1.2 -1.0
H 2.570 0.068 3.390 0.7 0.5 0.2
H 1.159 3.471 0.676 0.1 0.1 0.0
H -2.202 2.738 -0.505 0.0 0.4 0.3
C 1.027 0.550 2.338 0.3 -0.4 0.6
H 1.137 -3.242 -3.262 -0.4 -0.3 -0.1
N 1.014 -3.299 -2.263 0.3 -0.7 -1.7
H 1.883 -3.483 -1.801 0.1 0.6 0.6
C -0.452 2.078 0.587 1.0 0.7 -0.5
H -0.897 3.985 -0.342 -0.2 0.5 0.5
C 1.561 1.743 1.888 -0.2 0.5 -0.3
H -1.690 -3.676 -2.633 0.1 -0.1 0.2
H -0.556 -0.704 2.643 -0.7 -0.3 -0.7
```
Positions in Å, forces in eV/Å.

Atom charges from the Mulliken analysis, given in e for atoms 1 to 8: -0.540, -0.757, -0.494, 0.294, 0.289, 0.280, -0.921, -0.539


Here is a 2-piece molecular cluster, C3H4N2O overall at a distorted geometry from OMol25. Energies are from wB97M-V/def2-TZVPD.

The net charge is 0. The relative energy (zero: lowest compared OMol25 entry of this formula, charge and spin) is 1.9372 eV. As for the SMILES: C=C=O.N#CN. The value obtained for the gap between HOMO and LUMO is 10.25 eV. The value obtained for the electronic energy is -8201.9482 eV. As for the lowest unoccupied orbital energy: 0.506 eV.

Geometry as XYZ:
```
10
Properties=species:S:1:pos:R:3:forces:R:3
H 0.958 -0.807 1.969 -0.1 0.0 -0.1
C 0.786 0.931 -1.471 0.9 -0.3 -0.3
H 0.879 -1.262 0.146 -0.1 0.0 0.1
C 0.384 -1.093 1.097 -0.1 -0.1 0.0
H -0.773 2.171 -1.377 0.0 -0.1 0.0
N 1.832 0.585 -1.840 -1.0 0.3 0.3
N -0.445 1.272 -1.052 0.1 0.0 0.0
H -0.602 1.098 -0.065 0.0 0.0 -0.1
O -2.035 -1.577 1.361 1.0 0.2 -0.1
C -0.896 -1.363 1.235 -0.6 -0.1 0.1
```
Positions in Å, forces in eV/Å.

Atom charges from the Mulliken analysis, given in e for atoms 1 to 8: 0.247, 0.418, 0.363, -1.203, 0.251, -0.432, -0.441, 0.238